No. 1
Density functional theory data (the ωB97M-V functional and the def2-TZVPD basis) for a structure of composition C37H34NO10P2TeZr.

Last column: Löwdin charge in e.
Element x y z (Å)
O (2.55455, 3.81047, -1.47567)  -0.143
C (-1.49165, -1.62730, 1.55034)  0.031
C (-5.27843, 0.98904, 1.98980)  -0.080
C (-2.11869, -4.03352, 1.97004)  -0.030
H (2.36229, 4.04870, 3.18091)  0.124
H (1.45925, -7.07614, -1.72518)  0.108
C (0.52713, 0.92783, 3.18537)  -0.271
C (0.05157, 2.18470, -4.11019)  0.007
C (-4.26158, 1.70337, 2.61456)  -0.158
O (0.83629, 1.64768, -1.56216)  -0.121
O (3.45053, 2.18090, 0.74600)  -0.388
H (-3.52204, 0.53815, -2.51921)  0.115
P (3.72297, 3.43338, 1.65200)  0.293
H (0.37926, -4.34328, 0.94507)  0.118
C (1.74333, 0.62873, -4.88385)  -0.002
C (-1.15345, -2.97602, 1.49811)  -0.229
N (-0.08004, 1.57107, 1.98229)  -0.063
H (-2.14523, -0.47309, -0.75168)  0.123
H (-1.12363, -0.22314, 3.98106)  0.033
H (-4.02680, 2.70690, 2.27914)  0.088
C (3.33534, -6.89433, -0.69735)  -0.070
H (1.25231, 1.62595, 3.58591)  0.091
C (1.29922, 0.80122, -6.18145)  -0.048
Zr (1.49385, 2.01334, 0.41732)  1.901
C (-3.02985, 1.16937, -1.79127)  -0.046
C (-4.89942, -0.85778, 3.47931)  -0.090
H (3.61692, 0.59289, -3.00667)  0.097
H (-1.18508, 3.05096, -5.62588)  0.114
C (2.97754, 0.74684, -2.14556)  0.025
C (1.76160, -5.09702, -0.96119)  -0.052
H (-0.41668, 2.71730, -3.29342)  0.115
H (-0.07698, 1.82585, -7.46411)  0.117
O (2.36923, 3.30933, 2.55435)  -0.171
Te (-1.98689, 2.20352, 4.57249)  1.302
C (-0.37363, 2.36858, -5.41106)  -0.046
H (-3.78376, 2.99718, -2.63009)  0.116
C (4.19744, -6.04166, -0.01974)  -0.062
C (1.12402, 1.32481, -3.84189)  -0.149
C (-0.53296, 0.65027, 4.25529)  -0.462
O (3.33182, 4.71368, 0.72464)  -0.232
H (-3.37891, -0.58062, 4.96288)  0.102
P (2.07609, 4.83094, -0.31081)  0.277
H (-2.46777, -1.31884, 1.90965)  0.125
H (4.51940, -4.03818, 0.69097)  0.122
C (-0.57224, -0.66597, 1.17992)  -0.126
H (2.89907, -0.19710, -1.59258)  0.084
O (3.14506, -1.96566, -0.44688)  0.102
H (-1.39505, 3.42193, 0.88626)  0.109
C (-5.59035, -0.29593, 2.41257)  -0.081
H (-3.00506, -4.06826, 1.33373)  0.088
O (0.95564, 3.95309, 0.33028)  -0.413
C (-2.57329, 3.36795, -0.90010)  -0.040
C (1.01997, -2.34821, 0.53683)  -0.031
H (3.61253, -7.92778, -0.85927)  0.108
C (-1.62431, 1.41328, 0.15273)  -0.179
C (0.09615, -3.29932, 0.98673)  0.039
H (2.54562, -0.06827, -4.68346)  0.119
O (4.94332, 3.61544, 2.40200)  -0.181
H (-5.15825, -1.84847, 3.83291)  0.108
H (1.77232, 0.26096, -6.98999)  0.116
H (-5.82551, 1.44051, 1.17142)  0.107
H (3.01350, 4.27369, -2.18846)  0.120
H (-2.70773, 4.44101, -0.93225)  0.121
O (1.84182, 6.17719, -0.79285)  -0.197
H (5.14860, -6.40736, 0.34387)  0.110
H (1.04226, 0.00306, 2.92832)  0.122
C (-3.54783, 1.13160, 3.66505)  -0.586
C (0.25301, 1.67866, -6.44382)  -0.041
H (-2.45568, -3.82897, 2.98745)  0.083
H (3.48405, 1.43512, -1.46828)  0.078
C (-2.25716, 0.60169, -0.79915)  0.006
H (-6.38192, -0.85088, 1.92571)  0.107
C (-3.88527, -0.14577, 4.10900)  -0.159
C (2.62107, -4.24323, -0.27643)  -0.167
C (-3.17586, 2.55422, -1.85078)  -0.048
C (3.84711, -4.71518, 0.17885)  -0.016
C (1.60326, 1.23450, -2.47317)  -0.290
H (-1.65930, -5.02070, 1.95902)  0.082
C (-1.81269, 2.80010, 0.10609)  -0.035
C (2.12266, -6.41886, -1.17837)  -0.068
C (-0.79837, 0.80675, 1.19904)  -0.215
C (0.70189, -1.00361, 0.69953)  -0.231
H (0.82255, -4.72444, -1.35466)  0.119
C (2.32179, -2.78066, -0.08819)  -0.265
H (-0.05030, 0.46466, 5.21166)  0.051
O (1.55442, 0.01720, 0.46068)  -0.240

Forces on atoms 1 to 2 (eV/Å):
0.0 0.2 0.0
0.0 0.0 0.0

As for the net charge: +1. For the energy above the lowest of the compared OMol25 structures with the same formula, charge and spin, the calculation gives 274.4 kJ/mol.

No. 2
Density functional theory data (the ωB97M-V functional and the def2-TZVPD basis) for a cluster of 2 separate species, C3H6INOS in total.

Last column: Löwdin charge in e.
Element x y z (Å)
I (-6.42086, -0.87308, 0.22472)  0.431
H (1.15063, -1.21617, -1.49563)  0.072
N (0.46492, 1.67821, 0.35310)  -0.125
H (2.71227, 0.12870, -0.77032)  0.101
H (2.49515, -0.94649, 0.79744)  0.164
O (-1.71222, 0.42922, -0.48607)  -0.525
C (0.76711, -0.62595, -0.68917)  -0.319
H (2.17067, 1.71457, 1.34273)  0.094
C (2.04289, -0.10226, 0.06899)  -0.205
C (1.61669, 1.23158, 0.59651)  -0.249
H (-5.08985, -0.98779, 0.93880)  -0.432
H (0.15245, -1.23840, 0.04406)  0.104
S (-0.34985, 0.80787, -0.92516)  0.887

Forces on atoms 1 to 2 (eV/Å):
-2.0 0.2 -1.1
-0.7 -0.1 -0.9

As for the net charge: 0. For the energy above the lowest of the compared OMol25 structures with the same formula, charge and spin, the calculation gives 214.0 kJ/mol.

No. 3
Density functional theory data (the ωB97M-V functional and the def2-TZVPD basis) for the molecule C5H8O.

Last column: Löwdin charge in e.
Element x y z (Å)
H (1.53558, -0.46648, 1.83893)  0.083
C (-1.28833, -0.43074, -0.59761)  -0.032
C (-0.84951, 0.72856, 0.42165)  -0.346
H (2.24205, -1.05824, 0.33230)  0.076
C (1.30341, -0.75702, 0.80481)  -0.053
H (-1.25887, 0.71925, 1.42310)  0.137
H (-2.22445, -0.38178, -1.16525)  0.113
O (-0.96932, 1.78854, -0.47737)  -0.071
C (0.65036, 0.43100, 0.11478)  -0.234
H (0.00472, 0.73666, -2.14663)  0.128
H (-1.09604, -1.42156, -0.17740)  0.097
H (0.65226, -1.63387, 0.86007)  0.067
C (-0.18872, 0.40910, -1.14441)  -0.108
H (1.29985, 1.31147, 0.09414)  0.143

Forces on atoms 1 to 2 (eV/Å):
0.0 0.0 -0.3
-0.1 0.5 0.6

As for the net charge: 0. For the energy above the lowest of the compared OMol25 structures with the same formula, charge and spin, the calculation gives 379.7 kJ/mol.

No. 4
Density functional theory data (the ωB97M-V functional and the def2-TZVPD basis) for a structure of composition C26H55Ba2F3N4O30P4.

Last column: Löwdin charge in e.
Element x y z (Å)
H (-4.22212, 1.02747, -10.83818)  0.090
H (5.73553, -1.96877, -0.31830)  0.095
C (4.39965, 6.31672, -4.38447)  -0.095
P (-5.20507, -1.94814, -9.40267)  0.472
N (-6.21827, -7.67704, 0.97480)  -0.450
O (-7.30436, 8.58190, 1.54169)  -0.218
F (9.32974, -5.99090, -5.01326)  0.148
Ba (-4.33705, 2.72064, -4.08548)  1.678
H (5.27238, -7.78408, -3.01107)  0.126
O (7.03932, -8.36348, -4.09234)  0.023
C (6.67559, -2.17841, 0.19203)  0.051
H (1.14775, 0.92873, 11.29079)  0.094
H (-3.36969, 6.51116, 2.11651)  0.096
C (1.28816, 8.18667, -4.86147)  -0.107
H (-3.49734, -4.07408, -7.59343)  0.093
O (-5.59513, -1.17283, -8.20349)  -0.276
O (2.87130, 6.54680, -1.60212)  -0.218
H (-4.50578, -4.98373, -8.50894)  0.098
H (-5.38576, 0.67756, 7.00095)  0.091
H (2.50372, -1.72295, -4.57105)  0.102
H (4.93942, 3.30475, 12.28470)  0.083
O (-7.05661, 6.78256, 3.18454)  -0.217
H (5.46592, -2.20399, 13.40352)  0.082
F (8.64044, -7.30921, -6.74456)  0.119
P (4.35625, 0.11409, 12.20732)  0.451
H (-4.20256, -0.64495, 6.54407)  0.098
O (-4.98392, 7.75641, 2.31890)  -0.231
C (4.80889, -9.43423, -4.33748)  -0.050
H (1.04280, 9.24461, -4.95469)  0.094
H (-6.79303, 10.36780, 2.02348)  0.094
C (-4.47687, -3.98913, -8.06395)  -0.080
C (-1.01105, -2.23273, -0.03304)  -0.277
H (1.94694, 7.81434, -5.64599)  0.088
C (2.28893, -0.69185, -4.85171)  0.039
H (-5.31267, -3.71755, -7.41914)  0.096
H (5.30953, 6.09127, -3.82825)  0.087
C (-4.06808, 6.78771, 2.90636)  -0.054
H (-6.95140, 5.17684, 4.39775)  0.096
O (-6.52276, -2.74184, -10.05077)  -0.227
H (-3.59690, 7.19677, 3.80010)  0.094
C (-7.20862, 5.36858, 3.35604)  -0.106
H (4.55921, 6.16964, -5.45264)  0.094
P (2.05219, 6.38961, -3.00111)  0.480
O (-1.70657, 0.08741, 0.58319)  0.032
O (0.94130, -1.99318, 3.66357)  -0.033
C (-4.90501, 0.20145, -11.03678)  -0.132
O (-6.95867, -7.45075, 1.90065)  0.069
O (-4.46935, -1.06703, -10.63546)  -0.230
H (-5.36296, -5.76599, 1.19132)  0.097
C (-5.09789, -6.73967, 0.77926)  0.033
H (3.89776, -9.65468, -3.78130)  0.083
H (0.31849, 7.71507, -5.02093)  0.079
Ba (3.89524, -5.69857, 7.51605)  1.301
C (-0.17532, -0.95569, 2.07100)  0.059
H (-8.19285, 4.98707, 3.08430)  0.094
C (0.41190, -3.37913, 1.60133)  -0.346
O (0.98691, -4.46940, 1.95686)  -0.028
O (0.40977, 0.17431, -5.97576)  0.032
C (8.75197, -7.17565, -5.35640)  -0.473
H (-4.22808, -7.17554, 1.27073)  0.105
O (4.95123, -0.21208, 13.69731)  -0.211
C (0.48436, -2.08332, 2.45290)  -0.341
H (6.71565, -1.90681, 1.24689)  0.101
O (5.23007, 1.30988, 11.64143)  -0.203
H (-5.11221, 0.10449, -12.10250)  0.097
H (6.09732, -9.17065, -2.65023)  0.121
C (-1.05811, -0.90796, 0.87745)  -0.326
C (-0.13997, -3.38204, 0.30938)  0.070
N (1.34633, -0.58699, -5.98584)  -0.432
P (-6.41386, 7.26888, 1.82105)  0.399
C (-5.13924, -0.13541, 6.31801)  0.034
C (2.18886, 1.25042, 11.31711)  -0.159
C (7.29525, -7.21759, -4.77777)  -0.317
H (-7.06223, -2.03825, -11.80797)  0.092
C (3.58180, 5.41772, -1.06580)  -0.095
N (7.76749, -1.25458, -0.29117)  -0.484
C (5.77882, -8.60185, -3.52380)  -0.256
O (-7.02481, -0.80103, 7.53421)  0.048
O (3.16753, 5.72221, -3.97033)  -0.242
H (-8.39781, 9.86222, 2.85058)  0.102
O (4.34944, -1.02216, 11.25844)  -0.267
H (-4.63707, 5.96238, 3.33438)  0.068
H (-6.53851, 4.81686, 2.69674)  0.069
H (6.94639, -3.18375, -0.13056)  0.092
O (-4.25771, -3.15878, -9.20223)  -0.202
O (0.82777, 5.55891, -2.96939)  -0.268
H (4.55009, -8.83480, -5.21030)  0.081
H (-0.18709, -4.30211, -0.25423)  0.115
H (3.73029, 5.36299, 0.01265)  0.095
H (-6.66311, 9.41814, 3.33616)  0.079
H (3.29765, -0.47114, -5.20079)  0.106
H (-8.41328, -2.49875, -10.86146)  0.091
H (5.32692, -10.35852, -4.59328)  0.084
H (6.80170, -1.06451, 13.18162)  0.090
O (1.89342, 7.92633, -3.60183)  -0.237
H (-7.64382, -0.94318, -10.48665)  0.081
O (-1.43781, -2.01697, -1.21718)  -0.036
O (-6.49694, -1.91349, 5.73174)  0.069
H (-5.87387, 0.32889, -10.55388)  0.061
H (2.60044, 1.18312, 10.31005)  0.093
H (5.79510, 2.49258, 13.49301)  0.094
C (-7.38319, 9.61153, 2.54105)  -0.082
C (5.62973, 2.47147, 12.41584)  -0.078
H (3.25259, 4.46809, -1.48765)  0.088
H (-0.23067, -0.06011, 2.67207)  0.119
H (4.31904, 7.38861, -4.20369)  0.083
H (-5.03727, 0.27336, 5.31272)  0.094
H (6.53499, 2.87089, 11.95858)  0.089
H (6.29786, -1.41125, 14.75479)  0.093
H (2.19008, 2.32063, 11.52385)  0.089
O (-6.40313, -8.63075, 0.20761)  0.048
N (-6.29836, -1.05197, 6.55811)  -0.434
O (7.51397, -0.10371, -0.24225)  0.077
O (2.83767, 0.69955, 12.39475)  -0.210
F (9.44801, -8.19670, -4.87998)  0.175
O (-6.30009, 6.29427, 0.68028)  -0.280
O (8.81843, -1.71510, -0.68956)  0.068
H (1.99464, -0.14314, -3.95705)  0.100
O (6.49159, -6.36826, -5.15613)  0.134
C (5.89506, -1.26480, 13.75258)  -0.127
O (1.63828, -1.09527, -7.07080)  0.056
H (-4.94309, -6.61663, -0.29265)  0.097
H (4.60285, 5.43912, -1.44671)  0.077
C (-7.46109, -1.97235, -10.79571)  -0.119

Forces on atoms 1 to 2 (eV/Å):
0.2 -0.3 0.2
0.2 0.6 0.3

As for the net charge: +2.

No. 5
Density functional theory data (the ωB97M-V functional and the def2-TZVPD basis) for a cluster of 2 separate species, C3H3O4 in total.

Last column: Löwdin charge in e.
Element x y z (Å)
O (0.76566, -1.58572, -0.98348)  0.039
O (1.76606, 1.54398, 0.07330)  0.015
H (-1.68455, -0.49403, 1.23794)  -0.021
C (0.39485, -0.36883, -0.52587)  -0.299
H (-2.44096, 0.06229, -0.31741)  -0.005
C (-1.59292, 0.17877, 0.39755)  0.020
C (1.54556, 0.40485, 0.33366)  -0.786
H (-1.18076, 1.18320, 0.54976)  -0.005
O (1.99801, -0.42380, 1.07183)  0.005
O (0.42905, -0.50070, -1.83728)  0.037

Forces on atoms 1 to 2 (eV/Å):
-0.1 -2.6 1.2
0.4 3.5 -0.7

As for the net charge: -1. For the energy above the lowest of the compared OMol25 structures with the same formula, charge and spin, the calculation gives 546.9 kJ/mol.

No. 6
Density functional theory data (the ωB97M-V functional and the def2-TZVPD basis) for a cluster of 4 separate species, C17H32BBrN6O9P in total.

Last column: Löwdin charge in e.
Element x y z (Å)
H (5.76057, -1.26905, 4.76893)  0.125
H (1.37239, 2.88137, -7.88452)  0.125
N (-0.09132, -1.52943, -3.62734)  0.078
N (-2.30794, -0.64630, -1.14118)  0.070
H (-5.03562, -1.48619, -2.47381)  0.116
H (-5.53147, 0.44752, -0.73747)  0.091
C (-3.17070, 2.03029, 6.27090)  -0.077
O (2.50958, -0.05030, -4.72325)  0.100
C (-1.18871, -1.62362, -4.35430)  -0.018
C (2.50969, 1.52747, -6.57040)  -0.063
H (2.71528, 0.88250, -7.42677)  0.140
H (0.84147, -0.31899, -0.72617)  0.119
H (1.74422, -0.85357, -2.14799)  0.128
N (-0.29253, -1.19069, -2.36959)  0.019
C (-4.41855, 0.48949, 4.98043)  -0.168
O (-0.82267, -1.42552, 1.12695)  -0.124
H (6.74046, -0.26561, 3.70067)  0.122
H (-2.95843, 1.51695, 7.21027)  0.133
H (-4.67570, 0.21418, 3.95805)  0.114
O (-4.48713, -1.71268, -1.70631)  0.141
C (1.91723, 0.69461, -5.46025)  -0.477
C (-3.03928, 1.10314, 5.07310)  -0.178
C (2.36494, -2.34681, 0.18257)  -0.151
C (4.93277, 0.69200, 4.47821)  -0.143
H (2.63807, -3.37162, 0.51380)  0.086
C (0.15192, 1.72387, -6.48439)  -0.143
H (5.07972, 0.87363, 5.54090)  0.131
H (-1.35337, 1.84599, 0.80003)  0.094
H (-0.00646, -0.98398, 1.44615)  0.074
H (2.00652, -1.77382, 1.06501)  0.040
H (-2.24566, 0.36265, 5.17650)  0.114
B (-3.82441, -0.56367, -1.28482)  -0.656
O (-5.16410, 3.29369, 6.81106)  0.131
O (3.55238, 0.36341, 4.23148)  0.046
C (1.38856, 2.51931, -6.85809)  -0.146
Br (2.00256, -3.70698, -2.28452)  0.719
C (0.87569, -1.10885, -1.49657)  -0.141
H (5.10358, -0.50875, 1.89591)  0.134
C (3.47253, -0.57563, 3.26923)  -0.466
H (-2.83572, 1.69159, 4.17500)  0.109
H (4.91294, -2.08566, 2.72504)  0.130
N (-4.58143, 0.65133, -1.04653)  0.164
C (1.24589, -2.50579, -0.89307)  -0.674
O (-5.31772, 1.50656, 5.44520)  0.029
H (-0.66004, 2.36133, -6.13948)  0.130
H (-4.64745, 1.26352, -1.85834)  0.086
C (-4.64099, 2.39240, 6.22786)  -0.482
N (-2.18082, -1.29667, -3.47754)  0.169
O (0.57665, 0.85774, -5.41265)  -0.001
H (3.41831, 2.02593, -6.24164)  0.134
P (-1.70631, -0.23428, 0.40986)  0.559
H (-0.21056, 1.10559, -7.30897)  0.131
O (2.43002, -0.96983, 2.81373)  0.075
H (-1.29098, -1.91248, -5.40122)  0.160
C (-1.64305, -1.02188, -2.25996)  -0.263
H (5.17624, 1.60354, 3.92778)  0.131
C (4.85620, -1.00502, 2.83676)  -0.076
H (-2.85162, -0.58755, 2.13325)  0.005
N (-2.92230, 0.06191, 1.34789)  -0.136
O (-0.86052, 1.16468, 0.30890)  -0.148
H (-4.52673, -0.38978, 5.62114)  0.128
H (-2.54725, 2.91535, 6.17093)  0.125
H (0.38727, -3.00987, -0.42003)  0.089
C (5.71833, -0.50787, 3.98715)  -0.152
H (1.48670, 3.38409, -6.19860)  0.124
H (3.29517, -1.91112, -0.23578)  0.089
H (0.85370, -1.69783, -3.97904)  0.128

Forces on atoms 1 to 2 (eV/Å):
0.0 0.1 0.0
-0.1 -0.1 0.0

As for the net charge: +1.

| no. | gap between HOMO and LUMO (eV) | strongest force on any atom (eV/Å) |
| --- | --- | --- |
| 1 | 5.94 | 1.8 |
| 2 | 9.97 | 3.1 |
| 3 | 10.30 | 2.0 |
| 4 | 1.30 | 4.3 |
| 5 | 7.96 | 4.0 |
| 6 | 8.85 | 4.3 |